(1)
This record from the Open Molecules 2025 dataset describes a single C4H11PS molecule. The level of theory is the ωB97M-V functional and the def2-TZVPD basis.

Each line ends with the Löwdin charge.
Atoms and positions in Å:
C  -1.60257  -1.17586  0.13077  -0.119
C  -1.30907  1.33721  -0.22522  -0.091
C  0.49039  -0.30771  0.72699  -0.309
C  -0.62983  -0.04032  -0.32320  -0.495
P  2.32842  0.87848  0.43476  0.433
S  3.45340  -0.71091  -0.22509  0.233
H  -2.04340  -1.11592  1.22694  0.124
H  -2.52870  -1.10722  -0.48894  0.074
H  -1.26807  -2.15180  -0.12825  0.051
H  -0.47019  2.05085  -0.41383  0.077
H  -1.90986  1.31388  0.70223  0.084
H  -2.01583  1.30183  -1.05203  0.070
H  0.34477  -0.30662  1.82063  0.065
H  0.96261  -1.27634  0.43019  0.020
H  -0.35139  -0.08949  -1.36118  0.119
H  1.98947  1.32232  -0.88274  -0.144
H  4.55986  0.07764  -0.37203  -0.191

The SMILES is CC(C)CPS. The value obtained for the relative energy (zero: lowest compared OMol25 entry of this formula, charge and spin) is 147.4 kJ/mol. The calculation puts the HOMO energy at -8.524 eV. Its HOMO-LUMO gap is 9.442 eV. For the LUMO energy, the calculation gives 0.92 eV. Its multiplicity is 1.



(2)
This record from the Open Molecules 2025 dataset describes a single C5H2S molecule. The level of theory is the ωB97M-V functional and the def2-TZVPD basis.

Each line ends with the Löwdin charge.
Atoms and positions in Å:
C  -2.23293  0.47744  0.02121  -0.677
C  -0.78028  0.31665  -0.19396  -0.049
C  0.40720  0.02260  -0.22239  -0.048
C  1.72050  -0.31517  -0.14286  -0.156
C  2.87712  -0.55046  0.05493  0.142
H  -2.54952  1.47310  0.32676  0.038
H  3.93931  -0.75856  0.21623  0.056
S  -3.38140  -0.66559  -0.05992  0.693

The SMILES is C#CC#CC=S. The value obtained for the relative energy (zero: lowest compared OMol25 entry of this formula, charge and spin) is 14.9 kJ/mol. The calculation puts the HOMO energy at -9.217 eV. Its HOMO-LUMO gap is 7.884 eV. For the LUMO energy, the calculation gives -1.33 eV. Its multiplicity is 1.



(3)
This record from the Open Molecules 2025 dataset describes a single CH2O2S3 molecule. The level of theory is the ωB97M-V functional and the def2-TZVPD basis.

Each line ends with the Löwdin charge.
Atoms and positions in Å:
C  -0.40284  0.61361  -0.26412  -1.280
O  -2.48451  -1.21113  1.00368  -0.373
O  -3.48326  -0.48086  -0.89771  -0.349
S  -0.88859  1.78898  0.75293  0.663
S  0.77835  -0.62583  0.23054  0.753
S  -2.22181  -0.65666  -0.27870  0.755
H  -0.27406  0.69430  -1.30361  0.000
H  0.46491  -0.63830  1.44014  -0.170

The value obtained for the relative energy (zero: lowest compared OMol25 entry of this formula, charge and spin) is 190.1 kJ/mol. The calculation puts the HOMO energy at -9.521 eV. Its HOMO-LUMO gap is 7.456 eV. For the LUMO energy, the calculation gives -2.07 eV. Its multiplicity is 1.



(4)
This record from the Open Molecules 2025 dataset describes 14 unconnected molecules or ions with the total composition C5H36O14S2. The level of theory is the ωB97M-V functional and the def2-TZVPD basis.

Each line ends with the Löwdin charge.
Atoms and positions in Å:
C  -1.39263  -2.04816  1.87246  -0.218
C  -0.21795  -2.98930  2.03691  -0.196
O  0.88621  -2.61709  1.71195  0.044
C  -2.39984  -2.13223  2.99344  -0.557
S  -4.08739  -2.66308  2.53285  0.496
S  -5.08842  -0.90934  2.28339  0.495
C  -4.95431  -0.32728  0.56836  -0.604
C  -3.71526  0.39176  0.10847  -0.157
H  -0.97828  -1.04750  1.73429  0.111
H  -1.88278  -2.23379  0.91021  0.103
H  -0.38707  -3.93582  2.57499  0.136
H  -2.59868  -1.18489  3.50898  0.048
H  -2.06858  -2.63125  3.91430  0.081
H  -5.86217  0.25815  0.39770  0.066
H  -5.20128  -1.18183  -0.07244  0.071
H  -2.88439  -0.28734  0.26986  0.037
H  -3.58332  1.34649  0.62569  0.063
H  -3.77337  0.79077  -0.89130  0.073
H  -1.02686  2.28440  3.01153  -0.011
H  -1.10044  0.86380  3.61795  0.006
O  -0.76417  1.74626  3.78507  -0.071
H  -2.05812  -0.58900  -2.49113  0.051
H  -0.84641  -1.40396  -2.18554  -0.018
O  -1.63302  -1.06800  -1.77450  -0.041
H  2.60319  -0.54386  -2.38058  0.020
H  1.54070  -0.72800  -1.34649  0.036
O  2.15688  -1.23308  -1.89771  -0.048
H  4.19927  1.01230  -2.09930  0.035
H  4.35657  2.08514  -0.93102  0.019
O  3.79669  1.47123  -1.36871  -0.020
H  -0.65527  2.64826  0.69267  0.016
H  -2.03715  3.15474  1.21630  0.044
O  -1.10511  3.09081  1.44350  -0.061
H  1.52461  2.78961  3.72011  0.026
H  2.34484  1.55197  3.67078  0.038
O  2.39609  2.48436  3.43075  -0.058
H  2.80998  4.67769  0.90283  0.047
H  2.92758  3.19351  1.11629  0.009
O  3.21062  3.89574  0.51339  -0.050
H  2.34353  -0.75549  -4.62826  0.019
H  1.82664  0.71124  -5.03783  0.039
O  2.56062  0.17024  -4.74866  -0.043
H  0.38486  -2.62489  -4.13195  0.054
H  0.69964  -1.40072  -3.13828  -0.014
O  0.37836  -1.67658  -4.01143  -0.056
H  0.30208  1.96440  -2.24477  0.017
H  1.22455  1.34989  -3.37302  -0.008
O  0.33179  1.39908  -3.03516  -0.059
H  0.46082  1.00635  -0.16315  0.041
H  1.48817  2.07872  -0.07172  0.036
O  0.59000  1.94322  -0.38865  -0.059
H  1.37518  -1.16279  0.83639  0.013
H  2.63374  -0.30547  0.56755  0.060
O  1.68306  -0.24752  0.68588  -0.062
H  2.47709  -3.95946  -1.74534  0.022
H  3.48355  -2.80354  -1.73916  0.002
O  3.30535  -3.66890  -1.35878  -0.064

The calculation puts the HOMO energy at -9.395 eV. Its HOMO-LUMO gap is 9.456 eV. For the LUMO energy, the calculation gives 0.06 eV. Its multiplicity is 1.



Question: What is the multiplicity in the fourth record?
Answer: 1



Question: What is the multiplicity in the third record?
Answer: 1